1.
C4H9NO2 in the gas phase, computed with wB97M-V/def2-TZVPD.

Positions of all 16 atoms, in Å:
1 C -1.5616 -0.1366 -1.2633
2 C -0.5948 0.5888 -0.3359
3 O -1.2795 1.4880 0.5254
4 C 0.1627 -0.3814 0.5794
5 C 1.4356 -0.9315 -0.0436
6 N 2.4038 0.0105 -0.2737
7 O 1.5878 -2.1022 -0.3402
8 H -2.3408 -0.6260 -0.6686
9 H -1.0444 -0.8993 -1.8554
10 H -2.0448 0.5637 -1.9562
11 H 0.1357 1.1458 -0.9457
12 H -1.8247 2.0647 -0.0245
13 H 0.4133 0.1613 1.4983
14 H -0.4687 -1.2328 0.8476
15 H 3.3087 -0.3161 -0.5765
16 H 2.3440 0.9314 0.1308

Its HOMO energy is -9.87 eV. Its charge is 0. The LUMO energy comes out at 0.8 eV. Its SMILES is C[C@@H](O)CC(N)=O.

These are the natural (NBO) partial charges, in e, on atoms 1 to 4: -0.637 0.107 -0.721 -0.523

=====

2.
A 2-piece molecular cluster, C4H9NO2 overall in a non-equilibrium geometry, computed with wB97M-V/def2-TZVPD.

Positions of all 16 atoms, in Å:
1 C -1.7835 0.0505 -0.7339
2 N -1.6592 -0.2809 -2.0430
3 C 1.8744 -0.6780 2.1938
4 O 0.8941 -0.0692 2.6841
5 O 2.5732 -0.4017 1.2221
6 C -0.3512 0.0631 -0.0500
7 C 0.6430 0.9409 -0.8614
8 H -2.3490 -0.6189 -0.0745
9 H -2.2452 1.0462 -0.5929
10 H -1.8897 -1.2722 -2.1458
11 H 2.1494 -1.6133 2.7384
12 H -0.4349 0.3865 1.0024
13 H -0.0012 -0.9695 -0.0935
14 H 0.4022 1.9824 -0.6637
15 H 0.4907 0.7154 -1.9134
16 H 1.6870 0.7186 -0.6686

Its HOMO energy is -8.44 eV. Its charge is 0. The LUMO energy comes out at -4.9 eV.

These are the natural (NBO) partial charges, in e, on atoms 1 to 4: -0.310 -0.172 0.607 -0.643

=====

3.
C4H9NO2 in the gas phase, computed with wB97M-V/def2-TZVPD.

Positions of all 16 atoms, in Å:
1 C -0.9220 1.1606 -0.6847
2 C -0.3043 0.3347 0.4419
3 C -0.9148 -1.0603 0.5609
4 O -0.4861 -1.7317 1.7253
5 N 1.1601 0.2742 0.3003
6 C 1.7415 -0.0470 -0.8938
7 O 1.2317 -0.7304 -1.7603
8 H -0.5846 2.2005 -0.6244
9 H -2.0132 1.1457 -0.6195
10 H -0.6272 0.7632 -1.6585
11 H -0.4804 0.8311 1.4012
12 H -1.9995 -0.9577 0.6585
13 H -0.7028 -1.6331 -0.3507
14 H 0.4674 -1.8609 1.6398
15 H 1.6848 0.9196 0.8733
16 H 2.7493 0.3914 -1.0093

Its HOMO energy is -10.03 eV. Its charge is 0. The LUMO energy comes out at 0.7 eV. Its SMILES is C[C@@H](CO)NC=O.

These are the natural (NBO) partial charges, in e, on atoms 1 to 4: -0.632 -0.074 -0.074 -0.713

=====

4.
C4H9NO2 in the gas phase, computed with wB97M-V/def2-TZVPD.

Positions of all 16 atoms, in Å:
1 C 1.8801 0.3885 0.9669
2 C 0.5766 1.1051 1.3164
3 N -0.3989 0.8620 0.2583
4 C -0.6593 -0.4827 0.0851
5 O -1.0879 -1.2374 0.9194
6 O -0.3729 -0.8460 -1.2039
7 C -1.6024 -1.0170 -1.8909
8 H 2.2514 0.7232 -0.0102
9 H 2.6570 0.5551 1.7155
10 H 1.7016 -0.6914 0.8892
11 H 0.1496 0.7228 2.2457
12 H 0.7131 2.1851 1.4118
13 H -0.0946 1.2491 -0.6274
14 H -1.4524 -0.6894 -2.9204
15 H -1.9339 -2.0547 -1.8257
16 H -2.3397 -0.3649 -1.4116

Its HOMO energy is -9.93 eV. Its charge is 0. The LUMO energy comes out at 0.9 eV. Its SMILES is CCNC(=O)OC.

These are the natural (NBO) partial charges, in e, on atoms 1 to 4: -0.629 -0.219 -0.641 0.893

=====

5.
C4H9NO2 in the gas phase, computed with wB97M-V/def2-TZVPD.

Positions of all 16 atoms, in Å:
1 C -1.9670 0.4922 0.9796
2 O -1.1485 -0.4585 0.3451
3 C -0.5928 0.0258 -0.8560
4 C 0.7014 -0.7334 -1.1336
5 N 1.5511 -0.8161 0.0414
6 C 2.0381 0.3143 0.6184
7 O 2.0051 1.4198 0.1123
8 H -1.4074 1.4158 1.1931
9 H -2.8441 0.7522 0.3682
10 H -2.3085 0.0551 1.9215
11 H -0.3610 1.0942 -0.7633
12 H -1.2947 -0.1069 -1.6951
13 H 1.2469 -0.2248 -1.9343
14 H 0.4940 -1.7555 -1.4618
15 H 1.3881 -1.5976 0.6583
16 H 2.4994 0.1234 1.6060

Its HOMO energy is -9.74 eV. Its charge is 0. The LUMO energy comes out at 0.9 eV. Its SMILES is COCCNC=O.

These are the natural (NBO) partial charges, in e, on atoms 1 to 4: -0.246 -0.552 -0.083 -0.244

=====

6.
A 2-piece molecular cluster, C4H9NO2 overall, computed with wB97M-V/def2-TZVPD.

Positions of all 16 atoms, in Å:
1 N 2.1966 0.6496 1.0696
2 C 1.9788 -0.5277 0.4263
3 O 2.8084 -1.3991 0.2582
4 C 0.5373 -0.6740 -0.0465
5 C 0.1478 0.5181 -0.8958
6 O 0.1782 1.6646 -0.5033
7 H 3.1594 0.9118 1.2028
8 H 1.5155 1.3878 0.9259
9 H -0.0987 -0.7105 0.8458
10 H 0.4468 -1.6172 -0.5860
11 H -0.1587 0.2955 -1.9328
12 C -2.5293 -0.1027 -0.1586
13 H -2.5840 -0.4698 0.8655
14 H -2.2081 -0.9308 -0.8045
15 H -3.5032 0.2302 -0.4983
16 H -1.8869 0.7742 -0.1682

Its HOMO energy is -10.00 eV. Its charge is 0. The LUMO energy comes out at 0.4 eV. Its SMILES is NC(=O)CC=O.C.

These are the natural (NBO) partial charges, in e, on atoms 1 to 4: -0.830 0.681 -0.597 -0.631

=====

7.
C4H9NO2 in the gas phase in a non-equilibrium geometry, computed with wB97M-V/def2-TZVPD.

Positions of all 16 atoms, in Å:
1 C 1.4715 -1.6814 0.4617
2 C 1.8093 -0.1923 0.4643
3 N 0.7735 0.5870 -0.1973
4 C -0.4175 0.9750 0.3183
5 O -0.8215 1.0279 1.4543
6 O -1.1226 1.3601 -0.8197
7 C -2.4764 0.9798 -0.9231
8 H 1.1912 -1.9844 -0.5530
9 H 2.3146 -2.3037 0.7814
10 H 0.6221 -1.8758 1.1238
11 H 1.9403 0.1796 1.4870
12 H 2.7555 -0.0091 -0.0586
13 H 0.5477 0.5205 -1.1875
14 H -2.9173 1.6203 -1.6898
15 H -2.5676 -0.0688 -1.2457
16 H -2.9689 1.1229 0.0372

Its HOMO energy is -9.87 eV. Its charge is 0. The LUMO energy comes out at 0.9 eV. Its SMILES is CCNC(=O)OC.

These are the natural (NBO) partial charges, in e, on atoms 1 to 4: -0.619 -0.218 -0.632 0.886

=====

8.
C4H9NO2 in the gas phase, computed with wB97M-V/def2-TZVPD.

Positions of all 16 atoms, in Å:
1 C 1.6245 -0.8145 0.3995
2 C 0.4367 0.1151 0.1757
3 C 0.2669 0.4686 -1.3118
4 O -0.3800 1.6905 -1.5323
5 N -0.7561 -0.5288 0.7383
6 C -1.9520 0.0765 0.8792
7 O -2.2270 1.2001 0.4823
8 H 1.7270 -1.0834 1.4566
9 H 2.5509 -0.3262 0.0852
10 H 1.5154 -1.7367 -0.1849
11 H 0.5944 1.0586 0.7140
12 H 1.2624 0.5577 -1.7641
13 H -0.2421 -0.3783 -1.8069
14 H -1.1509 1.7215 -0.9367
15 H -0.6626 -1.4659 1.1018
16 H -2.6944 -0.5499 1.4042

Its HOMO energy is -9.89 eV. Its charge is 0. The LUMO energy comes out at 0.7 eV. Its SMILES is C[C@@H](CO)NC=O.

These are the natural (NBO) partial charges, in e, on atoms 1 to 4: -0.617 -0.089 -0.060 -0.731

=====

| no. | orbital gap (eV) |
| --- | --- |
| 1 | 10.630 |
| 2 | 3.581 |
| 3 | 10.755 |
| 4 | 10.870 |
| 5 | 10.677 |
| 6 | 10.423 |
| 7 | 10.752 |
| 8 | 10.638 |